# 1
5
Properties=species:S:1:pos:R:3:forces:R:3 method="wB97M-V/def2-TZVPD" spin_multiplicity=1 e_above_lowest_ev=4.4387 homo_energy_ev="-8.48 / -9.16" total_energy_ev=-3133.5767
C 0.68004 -0.05288 0.01706 6.5 0.0 -0.1
C 2.57059 -0.01594 0.00614 -6.3 -0.1 0.0
C -0.60129 0.02691 -0.00393 -2.9 -2.2 -0.1
H -1.41447 -0.84458 -0.03935 2.4 1.1 0.1
H -1.23488 0.88649 0.02007 0.3 1.2 0.0

=====

# 2
53
Properties=species:S:1:pos:R:3:forces:R:3 method="wB97M-V/def2-TZVPD" spin_multiplicity=1 smiles=COc1ccc(Nc2nc([NH2+]C[C@H]3CCCO3)c3ccccc3n2)c(OC)c1 homo_energy_ev=-9.79 total_energy_ev=-34261.9375 total_charge=+1
C 6.66994 1.82319 0.05399 3.3 3.6 -9.2
O 5.41356 2.26588 -0.09994 -5.6 -3.0 0.2
C 4.37389 1.16795 -0.08846 -1.2 -0.6 -1.4
C 2.93762 1.65076 -0.20716 5.1 -5.2 0.5
C 1.93970 0.73051 -0.22687 -1.7 -1.1 2.5
C 2.13531 -0.77923 0.12270 5.0 9.0 -1.9
N 1.14734 -1.55833 -0.14036 4.7 -7.2 -0.9
C -0.05694 -1.78644 -0.11124 0.2 16.7 1.5
N -0.83710 -0.30856 0.22475 2.4 -2.1 -2.5
C -2.06062 -0.42268 0.00993 2.8 4.4 3.8
N -2.59830 1.05284 0.21220 5.8 -3.6 -5.0
C -2.79424 1.56732 -1.17600 -0.7 0.3 -0.1
C -2.83998 3.03311 -0.88080 5.0 2.0 -4.0
C -3.92017 3.68918 -0.19099 -4.2 3.2 -2.2
C -3.32250 4.27857 1.07385 -2.6 -2.0 2.4
C -1.90926 4.31015 0.69384 -1.1 11.6 2.7
O -1.61496 3.30123 0.08937 0.1 -8.8 -9.1
C -2.84762 -1.51450 0.19108 4.8 -5.0 -3.7
C -4.12253 -1.51138 0.03938 -6.6 -8.9 1.0
C -4.89388 -2.88305 0.15760 1.7 1.7 -0.6
C -4.07560 -4.18748 0.07254 -9.3 5.7 0.6
C -2.81876 -4.04135 0.11590 9.8 -1.2 -2.5
C -2.06010 -2.79454 -0.11347 -2.7 0.7 4.1
N -0.70195 -2.68059 0.01657 -9.8 -15.3 -0.2
C 3.50894 -1.17569 0.05362 1.8 -1.4 -0.4
O 3.89280 -2.50468 0.04089 -7.1 0.0 0.9
C 5.12921 -3.07155 0.13296 0.1 0.2 -1.5
C 4.62258 -0.34198 -0.15896 -2.6 7.6 1.4
H 7.31812 2.75509 -0.05515 -0.7 -1.1 0.8
H 6.89077 1.32743 0.83738 1.3 -3.7 5.6
H 7.09323 1.28317 -0.99803 -1.2 0.6 2.7
H 2.83069 2.63708 -0.16932 -0.8 4.0 -0.2
H 0.88258 1.24861 -0.13129 2.1 -1.8 -0.6
H 1.53155 -2.53191 -0.12692 0.2 0.5 -0.4
H -1.91943 1.65157 0.69105 0.3 -0.2 -0.1
H -3.41991 1.12794 0.51994 -8.4 0.4 4.3
H -2.09244 1.01601 -1.85613 -0.2 1.5 0.5
H -3.81802 1.41026 -1.57672 0.4 -0.8 0.5
H -2.72355 3.65222 -1.88249 0.7 -1.4 1.9
H -4.32389 4.67054 -0.90190 1.1 -2.8 1.9
H -4.80753 3.00697 -0.23029 0.4 0.7 1.0
H -3.50503 3.38698 1.83765 0.5 2.1 -0.7
H -3.80311 5.22682 1.38670 0.4 -0.8 0.0
H -1.64899 5.52016 0.19949 -0.8 -3.1 0.3
H -1.16757 4.30409 1.36388 2.1 1.1 4.2
H -4.73035 -0.78523 0.30380 -2.7 4.0 0.6
H -6.07274 -2.80782 0.33816 2.9 -0.5 -0.7
H -4.73843 -5.00785 0.03140 0.2 -1.4 0.2
H -2.21463 -5.05562 -0.02596 -0.8 2.4 0.6
H 5.06003 -4.19069 0.16110 0.2 1.4 0.1
H 5.61081 -2.53933 0.87976 1.6 0.0 2.1
H 5.48106 -2.62153 -0.75495 2.2 -0.9 -1.5
H 5.64365 -0.45719 -0.01833 1.6 -1.6 0.0

=====

# 3
20
Properties=species:S:1:pos:R:3:forces:R:3 method="wB97M-V/def2-TZVPD" spin_multiplicity=1 e_above_lowest_ev=5.6228 homo_energy_ev=-8.73 total_energy_ev=-10865.1960
C -1.15048 0.77584 2.02984 -1.1 0.1 0.4
C -0.01978 0.50283 2.49270 3.8 -0.6 0.9
C -2.28508 1.02956 1.53704 -3.1 0.0 -0.2
C 0.95890 -0.23891 1.58104 0.8 1.1 1.0
C 0.39607 0.64844 -2.76202 -2.5 0.8 0.1
C 0.45697 -0.92748 0.37644 -1.6 1.1 -0.1
N 0.13582 -1.61381 -2.27338 0.2 -0.8 0.4
N 0.39258 0.07450 -0.66614 0.6 -0.3 2.0
N 0.35471 -0.42469 -1.80568 -1.4 -0.7 -1.0
H -3.14197 0.35139 1.53604 0.4 -0.1 0.1
H -2.55891 2.04197 1.40477 -0.1 1.0 -1.0
H 1.64613 0.44072 1.04111 0.6 0.0 1.5
H 0.33428 0.79071 3.52078 -0.6 -0.6 -1.1
H 1.38189 -0.97068 2.26324 0.9 0.0 -0.2
H -0.59904 0.99987 -3.03387 -0.4 -0.8 0.0
H 0.76862 1.52296 -2.34420 1.3 1.1 1.1
H 0.86729 0.38923 -3.61211 1.7 -1.1 -2.8
H 1.21593 -1.62013 0.08963 0.1 -1.3 -0.2
H -0.55518 -1.27916 0.57187 -0.1 -1.0 -0.3
H -0.01453 -2.37602 -1.54279 0.4 1.9 -0.7

=====

# 4
49
Properties=species:S:1:pos:R:3:forces:R:3 method="wB97M-V/def2-TZVPD" spin_multiplicity=5 e_above_lowest_ev=3.1949 s2=6.0970 homo_energy_ev="-4.68 / -4.90" total_energy_ev=-114057.7213 total_charge=-1
Mn -0.84215 -0.52020 -0.86512 -5.2 -3.5 -3.6
C -2.22904 -0.92068 3.41538 0.0 0.0 -0.1
C -1.92391 0.14014 2.34920 -0.2 -0.2 0.7
C -3.23622 0.57879 1.70848 0.1 0.0 -0.2
C -1.28555 1.35135 3.04448 0.0 0.0 -0.1
O -1.02560 -0.50710 1.45724 1.0 0.9 -1.5
Ge 0.39957 0.61194 0.57576 2.6 2.6 3.2
O -0.65377 1.58435 -0.94082 1.2 -1.3 1.0
C 0.11234 2.22490 -1.96187 -0.2 0.1 -0.3
C 1.48280 2.70883 -1.48550 0.0 -0.1 0.0
C 0.28076 1.27961 -3.15153 0.0 0.0 0.1
C -0.72880 3.42858 -2.38502 0.0 0.0 0.0
O 1.38203 -0.71260 -0.66394 -1.7 0.5 1.0
C 2.35422 -1.57657 -0.05288 0.7 0.3 -0.3
C 3.42931 -1.72153 -1.13716 0.0 0.0 0.1
C 2.97500 -0.91284 1.18379 0.1 -0.1 -0.1
C 1.88771 -2.96768 0.34344 -0.3 0.1 -0.1
H -2.91440 -0.53187 4.17197 0.0 0.0 0.0
H -2.68177 -1.79041 2.93923 0.0 0.0 0.0
H -1.30583 -1.23618 3.90429 0.0 0.0 0.0
H -3.88190 0.98260 2.49380 0.0 0.0 0.0
H -3.07409 1.34946 0.95377 0.0 -0.1 -0.1
H -3.73539 -0.26137 1.22893 0.1 0.0 -0.1
H -1.96946 1.73376 3.80466 0.0 0.0 0.0
H -0.34490 1.07695 3.52632 0.0 0.0 0.0
H -1.09023 2.16152 2.33840 0.0 0.0 0.0
H 2.13117 1.87230 -1.21750 0.0 0.0 0.0
H 1.96758 3.26288 -2.29252 0.0 0.0 0.0
H 1.38439 3.36604 -0.61968 0.0 0.0 0.0
H 0.88351 0.41259 -2.86739 0.0 0.0 0.0
H -0.69893 0.93608 -3.48773 0.0 0.0 0.0
H 0.78290 1.78386 -3.98069 0.0 0.0 0.0
H -0.87059 4.10029 -1.53704 0.0 0.0 0.0
H -0.24229 3.97911 -3.19396 0.0 0.0 0.0
H -1.70744 3.08757 -2.72157 0.0 0.0 0.0
H 3.81663 -0.74109 -1.41929 0.0 0.0 0.0
H 4.25933 -2.34010 -0.78727 0.0 0.0 0.0
H 2.98975 -2.18871 -2.01873 0.0 0.0 0.0
H 3.35062 0.08562 0.95301 0.0 0.0 0.0
H 2.25003 -0.83229 1.99614 0.0 0.0 0.0
H 3.80619 -1.52451 1.54184 0.0 0.0 0.0
H 1.47053 -3.50744 -0.50340 -0.1 0.0 0.0
H 2.76203 -3.50793 0.71704 -0.1 -0.1 0.0
H 1.14024 -2.93039 1.13635 -0.1 0.0 0.0
O -2.46993 -0.34458 -1.25736 1.4 0.2 0.3
O -2.20161 -4.36572 -1.45289 0.0 0.1 0.0
C -2.12742 -3.14946 -1.31386 0.0 -0.1 0.0
O -1.03281 -2.50003 -1.10219 0.9 0.4 0.2
H -3.02460 -2.50781 -1.36659 0.0 0.0 0.0